Entry 1:
A molecular structure, C34H32GeN4ReS, computed with wB97M-V/def2-TZVPD.

For the HOMO-LUMO gap (spin up / spin down), the calculation gives 6.3791 / 6.3784 eV. Its LUMO energy (spin up / spin down) is -10.4 / -10.4 eV. Its HOMO energy (spin up / spin down) is -16.789 / -16.789 eV. The charge is +3.

Atoms and positions in Å:
Re (-0.91019, 0.81623, 0.42161)
C (3.82960, 1.83672, -2.45338)
C (3.49127, 1.64516, -1.11949)
C (2.21111, 1.23154, -0.78396)
C (1.27756, 0.99212, -1.78868)
C (1.60857, 1.18811, -3.12673)
C (2.88671, 1.61120, -3.45074)
N (-0.04129, 0.56371, -1.41638)
N (-0.74675, 0.08760, -2.34301)
C (-2.03065, -0.23928, -1.93992)
C (-2.91039, -0.76862, -2.87981)
C (-4.19339, -1.09958, -2.47791)
C (-4.59400, -0.90592, -1.15454)
C (-3.71960, -0.37226, -0.21927)
C (-2.42008, -0.02263, -0.59166)
H (4.82666, 2.16370, -2.71635)
H (4.22631, 1.81847, -0.34445)
H (1.95174, 1.08368, 0.25876)
H (0.87101, 1.01515, -3.89744)
H (3.14940, 1.76776, -4.48823)
H (-2.58569, -0.90037, -3.90401)
H (-4.89303, -1.50678, -3.19564)
H (-5.59983, -1.17511, -0.85938)
H (-4.04385, -0.23584, 0.80302)
C (-4.98790, 0.72837, 3.07020)
C (-4.83668, 1.90095, 2.32558)
C (-3.57566, 2.34823, 1.99919)
C (-2.43085, 1.63622, 2.43729)
C (-2.60850, 0.45345, 3.19385)
C (-3.88305, -0.00570, 3.48485)
Ge (-0.69654, 2.44013, 2.54399)
C (-0.21626, 3.23565, 0.86419)
C (-1.11587, 3.16086, -0.22549)
C (-0.82531, 3.75689, -1.44896)
C (0.37542, 4.43139, -1.60209)
C (1.28852, 4.50142, -0.54722)
C (1.01048, 3.90029, 0.66569)
C (0.43288, 2.20079, 4.02563)
C (1.82795, 2.23225, 3.88927)
C (2.62274, 2.05547, 5.00592)
C (2.03511, 1.86405, 6.25378)
C (0.65269, 1.83870, 6.39371)
C (-0.15586, 2.00285, 5.28217)
H (-5.98282, 0.39247, 3.33459)
H (-5.70808, 2.46571, 2.02243)
H (-3.46938, 3.27930, 1.45445)
H (-1.74812, -0.08301, 3.57841)
H (-4.01397, -0.90999, 4.06377)
H (-2.12006, 2.72189, -0.08696)
H (-1.54147, 3.70703, -2.25886)
H (0.60652, 4.91229, -2.54375)
H (2.21738, 5.04141, -0.67662)
H (1.72167, 3.98675, 1.47725)
H (2.29415, 2.38616, 2.92344)
H (3.70000, 2.07550, 4.91305)
H (2.66325, 1.73998, 7.12595)
H (0.20720, 1.70056, 7.36929)
H (-1.23281, 1.99781, 5.39952)
C (-1.47240, -3.24879, -0.42761)
N (-0.06489, -2.94109, -0.62694)
C (0.74371, -3.68945, -1.61375)
C (2.16839, -3.14392, -1.39251)
N (1.92893, -2.06875, -0.41221)
C (0.67313, -2.05219, -0.00875)
S (0.07550, -0.99341, 1.29737)
H (-1.99966, -3.15269, -1.37707)
H (-1.90221, -2.56230, 0.29609)
H (-1.57440, -4.27098, -0.06448)
H (0.36340, -3.48500, -2.61448)
H (0.66156, -4.75726, -1.41931)
H (2.60700, -2.73918, -2.30114)
H (2.84203, -3.88761, -0.97149)
H (2.65355, -1.49662, -0.00915)

Entry 2:
A molecular structure, C34H33AsN7S6SbTcTe at a distorted geometry, computed with wB97M-V/def2-TZVPD.

For the HOMO-LUMO gap, the calculation gives 5.6598 eV. Its LUMO energy is -10.2 eV. Its HOMO energy is -15.812 eV. The charge is +3.

Atoms and positions in Å:
Tc (-0.30788, 0.47244, 1.13397)
N (-2.64534, 3.64806, 2.82529)
C (-1.48476, 2.99769, 2.85053)
N (-1.54381, 2.02253, 1.96190)
C (-2.79265, 2.14066, 1.41742)
N (-3.48708, 3.11908, 1.92147)
C (-3.19608, 1.21424, 0.37381)
C (-4.46710, 1.18444, -0.17832)
N (-4.77677, 0.32753, -1.13883)
C (-3.82078, -0.49429, -1.55913)
C (-2.55520, -0.49642, -0.99183)
N (-2.24595, 0.35250, -0.02018)
H (-2.93166, 4.44105, 3.37958)
H (-0.65170, 3.22406, 3.49729)
H (-5.24012, 1.85742, 0.17636)
H (-4.06622, -1.17746, -2.35764)
H (-1.79857, -1.19424, -1.31334)
S (0.86406, -0.31731, -3.23161)
As (1.77992, 0.47665, -1.33353)
S (1.03808, -1.14221, 0.09215)
S (0.37015, 1.94911, -0.53941)
S (3.76736, 0.83632, -1.20449)
N (-1.25836, -1.00122, 2.09089)
C (-1.79685, -1.92355, 2.55338)
N (-2.36759, -2.97192, 3.04327)
C (-1.73330, -4.30521, 2.84391)
C (-0.90464, -4.63842, 4.07992)
C (-1.78007, -4.57443, 5.33944)
C (-2.47380, -3.21269, 5.47376)
C (-3.28110, -2.89879, 4.21949)
H (-1.12343, -4.27244, 1.94253)
H (-2.53275, -5.03127, 2.70171)
H (-0.08372, -3.91588, 4.15409)
H (-0.47162, -5.63327, 3.96660)
H (-1.17015, -4.76137, 6.22189)
H (-2.53667, -5.36313, 5.28822)
H (-1.73329, -2.42228, 5.63350)
H (-3.14530, -3.21843, 6.33413)
H (-3.73524, -1.91215, 4.25790)
H (-4.06019, -3.64490, 4.07129)
S (1.17120, 1.01990, 2.76222)
Sb (3.45326, 0.24734, 2.89131)
C (3.65797, 0.37415, 4.98018)
C (4.95631, 0.26896, 5.48048)
C (5.15938, 0.33157, 6.85059)
C (4.07850, 0.49882, 7.70628)
C (2.78961, 0.59995, 7.19804)
C (2.56945, 0.53749, 5.82878)
C (4.62869, 1.71557, 1.96497)
C (4.17906, 3.02706, 2.04501)
C (4.98121, 4.03367, 1.52864)
C (6.20820, 3.72501, 0.95345)
C (6.64386, 2.40789, 0.88663)
C (5.85371, 1.38524, 1.39420)
C (3.69977, -1.77877, 2.40398)
C (4.69278, -2.19166, 1.51995)
C (4.95885, -3.55132, 1.40746)
C (4.22873, -4.46888, 2.15134)
C (3.21432, -4.04066, 3.00314)
C (2.95019, -2.68719, 3.14552)
H (5.80357, 0.14207, 4.81368)
H (6.16387, 0.25093, 7.24616)
H (4.24180, 0.55269, 8.77442)
H (1.95090, 0.73052, 7.86962)
H (1.56492, 0.62175, 5.43773)
H (3.22864, 3.26976, 2.50389)
H (4.65052, 5.06250, 1.58418)
H (6.83207, 4.51603, 0.55859)
H (7.60307, 2.16954, 0.44608)
H (6.20733, 0.36388, 1.34996)
H (5.25190, -1.47952, 0.92796)
H (5.74964, -3.88672, 0.74724)
H (4.45565, -5.52463, 2.07293)
H (2.64644, -4.76449, 3.57493)
H (2.18525, -2.34472, 3.83331)
Te (1.09513, -2.38795, -2.10673)
C (-0.22368, -3.50618, -3.22130)
C (0.15318, -4.56802, -4.01024)
C (-0.95919, -5.32037, -4.44954)
C (-2.14043, -4.85748, -3.94804)
S (-1.92578, -3.48254, -2.96882)
H (1.17347, -4.77372, -4.31159)
H (-0.88498, -6.17001, -5.11547)
H (-3.13209, -5.25193, -4.11998)

Entry 3:
A molecular structure, C34H33AuN4O2P2S3, computed with wB97M-V/def2-TZVPD.

For the HOMO-LUMO gap (spin up / spin down), the calculation gives 5.6809 / 5.6803 eV. Its LUMO energy (spin up / spin down) is -7.4 / -7.4 eV. Its HOMO energy (spin up / spin down) is -13.076 / -13.076 eV. The charge is +2.

Atoms and positions in Å:
Au (-0.16271, 0.80875, -1.00023)
N (-1.00013, -0.98365, 1.27487)
P (-1.64856, -0.77728, -0.25388)
C (-3.37968, -0.35808, -0.09304)
C (-4.35013, -1.32962, -0.35827)
C (-5.68978, -1.03288, -0.15717)
C (-6.06661, 0.22374, 0.29508)
C (-5.10448, 1.19103, 0.56194)
C (-3.76542, 0.90304, 0.37029)
C (-1.59218, -2.28572, -1.21273)
C (-1.31188, -3.49953, -0.59270)
C (-1.48124, -4.68452, -1.29989)
C (-1.92163, -4.64844, -2.61528)
C (-2.16909, -3.43066, -3.24397)
C (-2.00091, -2.24664, -2.54719)
P (0.31510, 0.10285, 1.48101)
C (1.70234, -0.82774, 2.14626)
C (1.50975, -1.92372, 2.98910)
C (2.60390, -2.59748, 3.50632)
C (3.89202, -2.17666, 3.18713)
C (4.08629, -1.08885, 2.34782)
C (2.99289, -0.41526, 1.81590)
C (-0.19568, 1.28769, 2.73932)
C (-1.50516, 1.38837, 3.19833)
C (-1.84851, 2.39343, 4.09204)
C (-0.89034, 3.30250, 4.51741)
C (0.41746, 3.20701, 4.05409)
C (0.76789, 2.20455, 3.16637)
H (-1.50002, -1.46868, 2.01531)
H (-4.07282, -2.31125, -0.71871)
H (-6.43956, -1.78481, -0.36039)
H (-7.11409, 0.45040, 0.44127)
H (-5.39898, 2.16876, 0.91772)
H (-3.02229, 1.65841, 0.60723)
H (-0.98826, -3.52540, 0.44101)
H (-1.29468, -5.63297, -0.81503)
H (-2.07574, -5.57256, -3.15609)
H (-2.51270, -3.40964, -4.26909)
H (-2.22881, -1.29867, -3.02348)
H (0.51128, -2.24936, 3.25809)
H (2.45632, -3.44066, 4.16709)
H (4.74508, -2.69927, 3.59931)
H (5.08720, -0.76151, 2.10115)
H (3.14998, 0.42344, 1.14057)
H (-2.26075, 0.68353, 2.87653)
H (-2.86241, 2.46133, 4.46275)
H (-1.15937, 4.08306, 5.21589)
H (1.16470, 3.91218, 4.39145)
H (1.78864, 2.13715, 2.80650)
O (3.26227, 2.58822, -0.10757)
S (2.68916, 3.00740, -1.34922)
O (3.28833, 2.66116, -2.58925)
N (1.06127, 2.47584, -1.34730)
C (0.21155, 3.46360, -1.17918)
S (-1.39153, 2.91176, -0.97453)
C (0.80253, 4.80030, -1.16192)
C (0.18479, 6.03450, -1.08170)
C (0.99112, 7.16461, -1.12331)
C (2.37290, 7.05455, -1.24804)
C (2.99834, 5.81240, -1.33202)
C (2.18510, 4.70384, -1.28053)
H (-0.89132, 6.11253, -0.99928)
H (0.54099, 8.14579, -1.06640)
H (2.97579, 7.95167, -1.28480)
H (4.07156, 5.72824, -1.43349)
C (1.13782, -3.80806, -3.95982)
N (1.39891, -2.48851, -3.37827)
C (1.73117, -2.17172, -2.13917)
S (1.80780, -0.49250, -1.67594)
N (2.14480, -3.04625, -1.22540)
C (2.75583, -4.36331, -1.44088)
H (0.33734, -3.70008, -4.68563)
H (0.80918, -4.49905, -3.19057)
H (2.01702, -4.20110, -4.46521)
H (1.24277, -1.68529, -3.97364)
H (2.30512, -2.61924, -0.32246)
H (2.03992, -5.16868, -1.29118)
H (3.56428, -4.47496, -0.72395)
H (3.17893, -4.42739, -2.43741)

no.,DFT total energy (hartree)
1,-4086.2224
2,-6911.8014
3,-3697.4223